# C34H36Cl6F5N3O3PtSeSi

C34H36Cl6F5N3O3PtSeSi as an isolated structure at a distorted geometry (wB97M-V/def2-TZVPD, the OMol25 dataset).

The geometry in XYZ format:
```
90
Properties=species:S:1:pos:R:3
H -3.45686 2.33845 1.94503
H -3.81914 0.86868 3.59798
C 0.75688 -4.41842 -2.39344
H 0.55597 4.53513 3.80346
C -0.05271 -4.58254 -1.27436
C -3.70376 2.71869 4.60063
H -3.10377 -1.90617 5.64277
O -1.90706 0.68319 5.73593
O 0.79388 1.11369 1.63298
C -3.94507 -0.18909 -2.41233
H -3.73749 -1.94692 1.12991
C -3.26393 0.28989 5.59564
C -3.97003 -1.79495 0.07320
C -5.29287 -0.60518 6.87774
C -0.42339 3.79334 2.04950
H -4.09410 1.13995 1.37152
H -4.68059 1.40320 8.59259
C -0.32451 4.04724 3.40623
C -0.12022 -1.79376 3.48476
H -5.08618 1.07044 4.78375
H -5.80123 -0.58480 7.84407
H -3.65414 0.71591 -2.95537
H -4.98531 2.09741 7.00557
N -2.04975 -1.23176 4.05088
C -1.54491 3.17691 1.52344
H 0.87423 -2.21109 3.49636
C 0.87280 4.29114 -1.74936
H -3.97477 2.17024 -0.06318
H -1.51355 1.27580 -0.20095
C -1.09376 3.70178 -3.27583
Cl 2.26075 -2.91983 -4.07219
Cl 1.14821 -5.76343 -3.39405
H -1.86267 1.62152 5.94628
C 0.91520 -2.08970 -1.87809
H -3.35091 2.13574 7.70681
H -2.96691 -1.66011 7.72975
F -2.26712 5.44971 -0.42738
C -2.05703 3.98998 -2.32930
F -1.19105 2.77967 -4.21883
Pt 0.07324 -0.54789 0.37512
H -2.57726 -0.25728 2.21818
C -4.01769 1.21593 4.61561
C -1.37686 3.68335 4.24070
F -3.23255 3.37710 -2.22741
C -4.27458 1.17810 0.29028
H -5.97178 -0.15892 6.14700
Cl 1.54856 -0.50919 -2.26626
H -3.52902 -1.05244 -2.94115
N -0.94074 -1.86672 4.50401
H -5.05969 -1.81562 -0.04033
C -3.96411 0.15686 6.99091
C -3.05096 -0.59765 7.96870
C -3.20754 -1.09949 4.92540
C -2.57476 2.81151 2.36870
C 2.94638 1.15630 2.68437
C 0.08771 -2.20228 -0.75865
C -1.85000 -0.78820 2.81166
H -2.04597 -0.17930 7.97696
H 2.51361 1.48614 3.62897
H -3.46528 -0.52595 8.97680
F 0.13511 6.62323 -1.65415
H -3.56246 -2.64510 -0.47771
C -2.51131 3.05789 3.73774
N -0.63194 -1.11325 2.42769
O 2.05535 -0.66008 1.37000
H -1.60760 2.98403 0.46057
Si -3.37653 -0.17828 -0.63928
Cl -1.33861 -3.78597 0.94376
Cl -0.64708 -6.15324 -0.89193
C -0.19566 5.31258 -1.78154
H -4.11701 -1.24812 4.34574
H -5.03668 -0.26811 -2.44945
H 3.30412 2.04450 2.16070
H -5.14819 -1.65452 6.61337
C 0.13315 4.49109 -3.01805
Se 1.24834 2.83110 -0.75589
H -1.30738 3.90829 5.30149
C 1.25179 -3.15610 -2.69796
H -5.35496 1.08526 0.13856
C -1.58833 4.94016 -1.44294
C -4.25847 1.53460 7.59458
H -3.58670 3.13680 5.59913
C 1.89016 0.49808 1.85842
H -4.57034 3.22070 4.16319
F 0.77632 4.99999 -4.09983
H -1.22967 0.31225 -1.64358
C -1.55448 0.25071 -0.59707
H 3.77235 0.47278 2.85866
C -0.37548 -3.48449 -0.46692
Cl 0.86724 4.26227 0.98037
```

Highest occupied orbital energy (alpha / beta), eV: -7.3 / -8.8
Total charge: 0
2S+1: 5
Expectation value of S²: 6.03
E_LUMO (alpha / beta), eV: 0.1 / -1.2

=====

# C2H3NO2

One molecule with the formula C2H3NO2 at a distorted geometry (wB97M-V/def2-TZVPD, the OMol25 dataset).

The geometry in XYZ format:
```
8
Properties=species:S:1:pos:R:3
N -0.32135 0.48320 -0.59680
H 1.30026 1.59264 0.14074
O -0.98370 -2.00670 -0.35797
H -0.51088 -1.95631 1.69211
H 0.26190 2.19322 -1.43743
O 0.16523 -0.25964 0.57661
C -0.49303 -1.52673 0.61259
C 0.58157 1.48032 -0.62985
```

Highest occupied orbital energy, eV: -10.6
Structure (SMILES): C=NOC=O
Total charge: 0
E_LUMO, eV: 0.6

=====

# C14H15NO3

One molecule with the formula C14H15NO3 (wB97M-V/def2-TZVPD, the OMol25 dataset).

The geometry in XYZ format:
```
33
Properties=species:S:1:pos:R:3
H -0.54524 -1.01173 1.90315
C -3.67477 1.48327 -1.91222
H 2.60583 -1.68520 5.06937
C -0.29136 0.09989 -2.72924
C 0.74452 -0.44243 -2.05238
H -0.75019 0.77356 1.93872
H 3.22208 0.24515 3.58986
H -2.61877 0.73936 1.19885
C -2.57313 1.08309 -2.62910
C 3.25179 -1.83899 4.20878
C 1.27672 0.14033 1.90425
C -0.25818 0.20522 -4.22082
H 4.28791 -1.82119 4.53412
H -2.58117 1.16779 -3.70375
H -1.07341 -0.36573 -4.66314
H 3.65773 -0.89380 2.29673
C -0.19400 -0.05646 1.50149
H -4.54655 1.64304 0.04071
N -0.31513 -0.02261 0.05614
O 1.70113 -1.02415 0.02314
O 1.65951 -0.81013 2.75229
C -1.43949 0.55996 -1.99296
H -4.53850 1.88486 -2.41915
C 0.77732 -0.53692 -0.61760
H 0.68253 -0.17974 -4.60452
H -0.36126 1.24381 -4.53124
H 3.03059 -2.81077 3.77643
C -1.43015 0.46349 -0.58129
O 1.90331 1.13503 1.64607
H 1.61887 -0.81922 -2.56024
C 3.02309 -0.75074 3.17738
C -3.67572 1.35294 -0.52758
C -2.57591 0.84902 0.12776
```

Highest occupied orbital energy, eV: -8.5
Structure (SMILES): CCOC(=O)Cn1c(=O)cc(C)c2ccccc21
Total charge: 0
E_LUMO, eV: 0.2

=====

# C12H16AuF6N5O4S2

C12H16AuF6N5O4S2 as an isolated structure (wB97M-V/def2-TZVPD, the OMol25 dataset).

The geometry in XYZ format:
```
46
Properties=species:S:1:pos:R:3
C 2.30305 -1.32295 -1.64303
H -1.83898 -1.40325 0.57549
H -1.96873 0.47788 4.28667
H 0.39420 0.09071 4.71998
O -2.35919 -1.45039 -3.06314
C -2.08377 -0.27949 2.30937
C -3.89849 1.99460 -0.81882
H -0.82674 -1.83217 1.78020
O -0.70871 -1.12247 -1.34917
H -0.40635 1.68821 2.42651
C 3.42276 -1.45564 -2.43265
H 4.66154 1.66543 -1.93486
H 1.70839 1.57108 1.27939
C -0.14035 -0.22336 -3.81515
H -1.65910 -1.23525 4.20095
C 2.87854 0.86248 -1.08620
N 1.28425 0.72779 1.66520
H 1.59216 -2.13082 -1.53974
C 0.45022 1.15987 2.84282
S -1.47169 -0.47800 -2.55200
H 3.60425 -2.38491 -2.95403
F 0.77302 0.61653 -3.30355
H 1.04795 1.88654 3.39376
F -4.19742 0.74627 -0.44178
N 6.40882 -0.55557 -4.01958
F -0.66203 0.29230 -4.89610
C 4.29855 -0.37737 -2.54654
S -2.08601 2.03498 -1.19259
C -1.46024 -0.28686 3.69774
C 5.46983 -0.47528 -3.36547
C 0.04619 -0.03755 3.69614
H 2.05035 0.13227 1.98244
F -4.12362 2.82304 0.18679
N -1.97625 0.92222 -2.32021
C 4.01532 0.80235 -1.85862
H 2.61513 1.78077 -0.58007
N 2.04608 -0.18485 -0.97375
O -1.47833 1.56545 0.04725
H -3.05876 -0.76629 2.33316
Au 0.30049 -0.21954 0.13110
H -2.22644 0.72154 1.91758
N -1.23823 -1.02392 1.31033
O -1.72436 3.30965 -1.68432
F 0.43849 -1.38775 -4.07093
H 0.57703 -0.92809 3.33673
F -4.59498 2.33129 -1.87650
```

Highest occupied orbital energy, eV: -17.3
Total charge: +2
E_LUMO, eV: -9.4

=====

# C6H11N2

C6H11N2 as an isolated structure at a distorted geometry (wB97M-V/def2-TZVPD, the OMol25 dataset).

The geometry in XYZ format:
```
19
Properties=species:S:1:pos:R:3
C -1.58829 -0.23413 -0.00954
C 1.27748 -1.52388 -0.15392
C 2.03080 0.30141 -0.01671
H -3.74198 -0.58283 0.13536
N 2.61944 1.53359 0.20843
H 2.97834 -1.07484 1.18757
C 0.73747 -0.15705 -0.81817
H -3.31048 1.12174 -0.15347
H -1.32756 -1.37003 0.13021
H 1.48214 -2.38282 -0.81349
H 0.92060 -0.03774 -1.85568
C -2.95966 0.20865 0.26943
H -2.89707 0.42480 1.34479
C -0.64741 0.51289 -0.50095
H 0.57111 -1.73841 0.66928
H 2.28983 2.26645 -0.43480
H -0.90469 1.50706 -0.72006
H 3.56208 1.51080 0.57805
N 2.34122 -0.85231 0.49141
```

Highest occupied orbital energy, eV: -13.4
Total charge: +1
E_LUMO, eV: -3.3

=====

These records have energy relative to the best compared isomer or geometry (same formula, charge and spin) values of 85.3; 68.0; 0.0; 13.2; 57.5 kcal/mol, in the order they appear.
These records have calculated total energy values of -211641.124; -7704.896; -22394.958; -69992.513; -9372.243 eV, in the order they appear.